Model P:
17
Properties=species:S:1:pos:R:3 method="wB97M-V/def2-TZVPD" orbital_gap_ev=9.6 lumo_energy_ev=-4.27 charge=+1
C 2.806 -0.983 0.470
C 2.114 0.079 0.080
C -2.017 -0.279 1.087
C -1.787 0.124 -0.322
C 1.373 0.910 -0.585
N -1.072 -0.494 -1.208
O 0.179 1.547 0.064
H 3.757 -1.034 0.987
H -3.027 0.086 1.430
H -1.774 -1.366 1.149
H -1.211 0.294 1.616
H 2.401 -1.928 0.365
H -2.018 1.106 -0.761
H 1.416 1.125 -1.625
H -0.787 -1.452 -1.000
H -0.831 -0.120 -2.076
H 0.478 2.382 0.328

Model Q:
17
Properties=species:S:1:pos:R:3 method="wB97M-V/def2-TZVPD" orbital_gap_ev="7.6 / 8.4" lumo_energy_ev="-4.02 / -3.84" charge=+1
C 1.410 -1.102 0.886
C 0.929 -2.077 0.257
C 0.808 0.313 1.203
C -0.638 0.654 0.685
C -0.974 -0.010 -0.553
N -0.415 0.487 -1.790
O -2.105 -0.695 -0.881
H 2.310 -0.890 1.459
H 0.810 -2.722 -0.616
H 0.732 0.420 2.222
H 1.650 0.885 0.693
H -1.326 0.418 1.503
H -0.615 1.718 0.707
H -1.008 1.123 -2.449
H 0.049 -0.384 -2.280
H 0.406 0.992 -1.455
H -2.480 -1.180 -0.062

Relative energies in kJ/mol: model P 0.0; model Q 288.8

Model P:
20
Properties=species:S:1:pos:R:3 method="wB97M-V/def2-TZVPD" orbital_gap_ev=8.7 lumo_energy_ev=-3.97 charge=+1
C 1.337 -0.820 -0.360
C 0.112 -0.914 -0.916
C 0.714 0.845 1.061
C -1.307 0.713 0.149
C -2.229 -0.731 -1.564
C 3.060 0.055 1.288
N -1.130 -0.245 -0.728
N 1.767 0.044 0.661
N -2.311 1.427 0.535
O 0.640 1.695 1.878
H 2.100 -1.488 -0.734
H 0.022 -1.664 -1.688
H -2.685 -1.615 -1.113
H -2.983 0.046 -1.671
H -1.863 -0.988 -2.556
H 3.083 0.837 2.045
H 3.253 -0.911 1.760
H 3.827 0.255 0.538
H -3.253 1.331 0.166
H -2.157 2.128 1.247

Model Q:
20
Properties=species:S:1:pos:R:3 method="wB97M-V/def2-TZVPD" orbital_gap_ev=8.3 lumo_energy_ev=-5.00 charge=+1
C -2.238 -0.851 0.324
C -2.493 0.327 -0.491
C -1.055 -1.168 0.867
C -1.562 1.302 -0.606
C 0.202 -0.443 0.695
C 2.458 -0.884 -0.614
N 0.197 2.319 0.150
N -0.330 1.222 -0.023
N 1.048 -1.129 -0.112
O 1.390 2.379 0.608
H -3.100 -1.522 0.358
H -3.600 0.516 -0.726
H -0.660 -2.006 1.376
H -1.851 2.319 -0.785
H 0.599 -0.018 1.630
H 2.882 -0.001 -0.010
H 3.169 -1.722 -0.464
H 2.353 -0.714 -1.776
H 0.519 -1.528 -0.895
H 2.073 1.601 0.497

Model R:
20
Properties=species:S:1:pos:R:3 method="wB97M-V/def2-TZVPD" orbital_gap_ev="6.9 / 8.1" lumo_energy_ev="-6.95 / -6.13" charge=+1
C -0.941 0.002 -0.341
C 0.272 0.051 0.249
C -1.790 -1.146 -0.614
C 0.971 1.361 0.383
C -3.091 -0.887 -1.366
C 2.382 -0.950 1.189
N -1.644 -2.334 -0.326
N 0.994 -1.058 0.745
N 0.487 -2.227 0.777
O 0.995 -3.228 1.160
H -1.356 0.944 -0.672
H 0.336 2.173 0.046
H 1.887 1.378 -0.209
H 1.238 1.564 1.418
H -2.859 -0.346 -2.281
H -3.740 -0.301 -0.718
H -3.589 -1.824 -1.610
H 2.533 -1.653 2.010
H 3.042 -1.239 0.369
H 2.642 0.043 1.529

Relative energies in kJ/mol: model P 0.0; model Q 311.0; model R 340.9

Model P:
21
Properties=species:S:1:pos:R:3 method="wB97M-V/def2-TZVPD" orbital_gap_ev="7.4 / 7.4" lumo_energy_ev="0.87 / 0.87"
C -1.981 0.937 1.047
C -0.366 -1.956 0.122
C 1.158 1.791 -0.581
C 2.512 -0.741 -0.031
N -1.566 0.700 -0.314
C 0.132 -0.619 -0.177
C 0.831 0.386 -0.365
O -2.603 -0.117 -0.869
H -2.374 -0.418 -1.757
H -1.233 1.578 1.518
H -2.948 1.458 1.079
H -2.087 0.011 1.638
H 0.015 -2.686 -0.595
H -1.456 -1.939 0.024
H -0.099 -2.264 1.133
H 1.556 2.244 0.329
H 0.241 2.306 -0.867
H 1.909 1.892 -1.366
H 2.387 -1.767 0.296
H 3.000 -0.670 -0.997
H 2.972 -0.125 0.735

Model Q:
21
Properties=species:S:1:pos:R:3 method="wB97M-V/def2-TZVPD" orbital_gap_ev=6.8 lumo_energy_ev=-1.52
C -0.253 -0.505 -0.060
N -1.117 0.273 -0.713
C -2.474 0.022 -0.424
O -2.794 -0.019 1.088
C 0.987 -1.030 -0.715
C 2.114 -0.117 -0.220
C 1.723 1.488 -0.548
C 1.928 -0.292 1.230
H 0.217 0.169 0.842
H -0.723 -1.240 0.610
H -3.075 0.891 -0.661
H -2.810 -0.983 -0.675
H 1.193 -2.036 -0.335
H 0.951 -1.110 -1.803
H -2.029 0.433 1.460
H 2.443 2.208 -0.920
H 0.809 1.453 -1.125
H 1.616 1.618 0.520
H 2.391 0.391 1.948
H 2.268 -1.257 1.617
H 3.024 -0.307 -0.793

Relative energies in kJ/mol: model P 49.8; model Q 0.0